C28H72AgN4O28P4S | ωB97M-V/def2-TZVPD

CARTESIAN COORDINATES (ANGSTROEM)
Ag (11.5135, 16.9302, -10.6429)
S (13.5830, 16.5881, -12.4279)
O (15.0165, 16.6538, -12.2618)
O (12.9583, 17.8118, -12.0021)
O (13.1544, 16.2773, -13.7964)
O (12.8461, 15.6748, -11.5467)
C (7.4139, 14.0364, -10.6591)
C (8.7990, 13.3720, -10.7008)
O (9.3591, 13.1270, -9.4227)
P (9.9106, 14.3222, -8.4306)
O (10.4885, 15.5056, -9.1718)
O (8.6047, 14.7578, -7.5500)
C (7.9463, 13.7604, -6.7915)
C (7.7358, 14.1397, -5.3609)
O (10.9243, 13.6789, -7.3055)
C (12.1626, 13.1054, -7.6129)
C (11.8660, 11.5570, -7.5285)
H (7.5513, 15.0626, -10.3186)
H (6.8891, 13.9468, -11.6103)
H (6.7143, 13.5429, -9.9845)
H (8.7411, 12.3836, -11.1567)
H (9.5096, 13.9668, -11.2748)
H (7.0085, 13.4547, -7.2554)
H (8.5765, 12.8763, -6.6950)
H (8.6934, 14.1568, -4.8404)
H (7.2790, 15.1074, -5.1539)
H (7.0759, 13.4115, -4.8893)
H (12.4592, 13.3396, -8.6353)
H (12.9558, 13.3717, -6.9143)
H (11.4667, 11.3186, -6.5426)
H (11.2579, 11.0934, -8.3053)
H (12.8116, 11.0151, -7.5431)
C (4.7745, 18.1167, -11.7946)
C (6.0307, 17.9118, -12.6756)
O (7.1203, 17.1907, -12.0606)
P (8.4634, 16.8171, -12.9884)
O (9.6798, 16.6435, -12.1577)
O (8.5372, 18.0609, -14.0647)
C (9.7329, 18.4861, -14.6559)
C (9.5951, 18.2996, -16.1648)
O (8.0022, 15.5011, -13.8239)
C (8.9651, 14.6303, -14.4010)
C (8.2317, 13.3096, -14.5964)
H (4.1101, 17.2526, -11.7874)
H (5.0468, 18.4044, -10.7791)
H (4.1657, 18.9354, -12.1782)
H (5.7999, 17.3283, -13.5669)
H (6.3751, 18.8779, -13.0445)
H (9.9729, 19.4842, -14.2894)
H (10.5478, 17.8346, -14.3403)
H (8.6940, 18.6717, -16.6522)
H (10.4632, 18.7767, -16.6197)
H (9.7246, 17.2435, -16.4015)
H (9.2417, 15.1135, -15.3381)
H (9.8846, 14.5397, -13.8228)
H (7.7454, 13.0341, -13.6606)
H (7.4731, 13.3764, -15.3762)
H (8.8925, 12.4925, -14.8859)
C (11.8843, 21.4162, -10.5531)
C (11.0767, 21.4590, -9.1970)
O (9.7055, 21.1153, -9.3192)
P (9.2596, 19.7638, -10.1618)
O (10.1207, 18.5289, -9.9849)
O (7.7217, 19.5139, -9.7650)
C (7.2671, 19.1441, -8.4711)
C (7.5114, 17.6388, -8.2204)
O (9.1215, 20.3166, -11.6625)
C (8.2223, 21.3391, -12.0233)
C (8.7634, 22.3341, -13.0578)
H (11.7669, 20.4925, -11.1197)
H (11.4265, 22.1448, -11.2222)
H (12.9048, 21.7307, -10.3343)
H (11.4919, 20.6767, -8.5615)
H (11.2805, 22.4031, -8.6918)
H (7.7514, 19.7728, -7.7239)
H (6.1841, 19.2637, -8.4415)
H (6.9211, 17.1214, -8.9767)
H (8.5179, 17.3306, -8.5031)
H (7.1908, 17.3290, -7.2257)
H (7.2885, 20.8402, -12.2823)
H (7.9892, 21.9668, -11.1632)
H (8.9997, 21.8450, -14.0028)
H (8.0197, 23.1021, -13.2707)
H (9.6736, 22.8859, -12.8231)
C (10.3875, 17.8395, -5.8321)
C (11.9481, 17.7463, -5.9164)
O (12.6207, 18.7839, -6.6745)
P (13.5162, 18.3750, -7.9201)
O (12.9579, 17.5527, -8.9684)
O (13.9246, 19.8575, -8.4567)
C (14.7370, 20.7358, -7.6219)
C (13.7956, 21.4775, -6.6776)
O (14.8504, 17.8340, -7.1313)
C (15.8353, 17.0491, -7.8830)
C (17.0410, 18.0046, -8.1022)
H (9.8932, 17.6298, -6.7806)
H (10.0681, 17.1298, -5.0689)
H (10.1111, 18.8415, -5.5039)
H (12.2709, 17.9598, -4.8974)
H (12.3152, 16.7447, -6.1401)
H (15.5716, 20.2621, -7.1050)
H (15.1983, 21.5866, -8.1233)
H (12.9072, 21.7271, -7.2576)
H (13.5622, 20.8231, -5.8377)
H (14.2213, 22.4192, -6.3310)
H (16.1321, 16.2480, -7.2060)
H (15.5184, 16.4917, -8.7645)
H (17.3341, 18.2621, -7.0844)
H (17.8273, 17.4393, -8.6024)
H (16.8189, 18.9467, -8.6035)
C (15.3653, 13.9236, -10.1164)
N (15.9349, 13.2479, -8.9642)
O (16.7893, 12.4509, -9.1057)
O (15.4791, 13.6125, -7.8600)
H (14.3252, 14.2373, -10.0277)
H (15.4085, 13.1977, -10.9284)
H (16.0675, 14.7368, -10.2999)
C (12.9021, 13.2100, -13.3164)
N (11.9380, 12.5896, -12.3593)
O (12.3139, 12.5153, -11.1730)
O (10.8948, 12.0804, -12.8474)
H (13.1842, 12.3332, -13.8993)
H (13.7772, 13.4931, -12.7316)
H (12.4050, 13.9477, -13.9463)
C (15.7320, 19.5267, -11.7224)
N (15.4453, 20.9731, -12.0134)
O (15.4228, 21.7006, -11.0030)
O (15.1261, 21.2994, -13.1394)
H (15.4442, 18.9226, -12.5829)
H (15.2135, 19.1782, -10.8293)
H (16.8056, 19.4238, -11.5644)
C (14.8736, 18.5095, -15.1073)
N (15.0035, 19.5393, -16.1331)
O (13.9710, 20.0459, -16.5350)
O (16.1275, 19.8755, -16.4598)
H (14.7012, 17.5346, -15.5632)
H (14.1070, 18.8701, -14.4213)
H (15.7958, 18.4207, -14.5331)

Values from the calculation:
Orbital gap (alpha / beta) in eV: 9.134 / 7.547
Multiplicity: 2
E_LUMO (alpha / beta) in eV: 0.018 / -1.502
Electronic energy in hartree: -5346.36024
HOMO level (alpha / beta) in eV: -9.1 / -9.0
Total charge: 0


C4H2N2OS | ωB97M-V/def2-TZVPD

CARTESIAN COORDINATES (ANGSTROEM)
C (-1.9353, -0.9728, 0.6052)
C (-0.1307, -0.3334, 1.5653)
C (-0.0713, 0.4153, 0.3472)
C (1.2381, 0.2853, 1.8620)
N (-1.1530, -1.2173, 1.6376)
N (1.1426, 0.9624, 0.5923)
O (2.0139, 0.2666, 2.7523)
S (-1.3790, 0.0819, -0.7496)
H (-2.9193, -1.4360, 0.5054)
H (-0.3822, 2.9155, 1.2837)

Values from the calculation:
Orbital gap (alpha / beta) in eV: 8.506 / 8.741
E_LUMO (alpha / beta) in eV: -0.432 / -1.713
Electronic energy in hartree: -736.33882
HOMO level (alpha / beta) in eV: -8.9 / -10.5
Total charge: 0


C25H31CoN5 | ωB97M-V/def2-TZVPD

CARTESIAN COORDINATES (ANGSTROEM)
Co (0.3050, -0.1679, 0.2782)
C (3.4434, 2.7956, 0.6772)
C (2.8778, 2.0937, -0.5574)
C (1.4567, 2.5148, -0.9629)
N (0.5387, 1.3710, -1.0080)
C (-0.4384, 1.3985, -1.8730)
C (-0.9083, 2.5625, -2.5809)
C (-1.9632, 2.6979, -3.4416)
C (-3.0762, 1.9446, -3.9295)
C (-3.7427, 0.8084, -3.5276)
C (-3.5264, -0.1933, -2.5622)
C (-2.3104, -0.4161, -1.9739)
N (-1.8589, -1.3261, -1.1040)
C (-2.2453, -2.6971, -0.8456)
C (-1.1195, -3.3729, -0.0865)
C (-0.9298, -2.8456, 1.3280)
N (-0.0875, -1.6616, 1.5201)
C (0.2772, -1.4405, 2.7649)
C (-0.2039, -2.2122, 3.8655)
C (0.2573, -2.3555, 5.1544)
C (1.2984, -1.7144, 5.8169)
C (1.9799, -0.6249, 5.3189)
C (1.8310, 0.0627, 4.1217)
C (1.0750, -0.2077, 2.9633)
N (1.0117, 0.6231, 1.9282)
C (1.5146, 1.9719, 2.1536)
C (3.0411, 2.1362, 1.9894)
H (3.1126, 3.8407, 0.6769)
H (4.5331, 2.8280, 0.6075)
H (2.8938, 1.0104, -0.4107)
H (3.5400, 2.2916, -1.4023)
H (1.5050, 2.9244, -1.9729)
H (1.0826, 3.3219, -0.3287)
H (-0.3414, 3.4690, -2.4232)
H (-1.9875, 3.6953, -3.8761)
H (-3.5970, 2.4759, -4.7170)
H (-4.6798, 0.6805, -4.0641)
H (-4.3355, -0.8813, -2.3491)
H (-2.4293, -3.1992, -1.8031)
H (-3.1719, -2.7166, -0.2660)
H (-0.1971, -3.2936, -0.6597)
H (-1.3681, -4.4335, -0.0081)
H (-0.5106, -3.6631, 1.9207)
H (-1.9247, -2.6454, 1.7536)
H (-1.0638, -2.8257, 3.6463)
H (-0.2838, -3.0936, 5.7390)
H (1.5438, -2.0529, 6.8149)
H (2.7291, -0.1995, 5.9798)
H (2.4613, 0.9354, 4.0543)
H (1.2089, 2.2937, 3.1544)
H (0.9955, 2.6352, 1.4689)
H (3.5002, 1.1461, 2.0490)
H (3.4471, 2.7152, 2.8241)
C (-0.7632, -1.7223, -4.0991)
C (-0.4048, -0.3139, -3.6502)
C (-0.9074, 0.0338, -2.2369)
N (-0.4527, -0.9752, -1.2343)
H (-0.2948, -1.9433, -5.0587)
H (-1.8408, -1.8434, -4.2208)
H (-0.4065, -2.4551, -3.3737)
H (-0.7726, 0.4227, -4.3646)
H (0.6827, -0.2070, -3.5975)

Values from the calculation:
Orbital gap (alpha / beta) in eV: 6.415 / 6.432
Multiplicity: 2
E_LUMO (alpha / beta) in eV: -0.247 / -0.256
Electronic energy in hartree: -2627.64413
HOMO level (alpha / beta) in eV: -6.7 / -6.7
Total charge: 0


C4H6N2O | ωB97M-V/def2-TZVPD

CARTESIAN COORDINATES (ANGSTROEM)
H (-0.0131, 1.4797, 2.2293)
N (0.2414, 0.9397, 1.4149)
C (-0.1345, 1.3921, 0.2904)
C (0.0089, 0.4185, -0.8454)
C (-0.9750, 0.2430, -1.7282)
N (1.0038, -0.5411, -0.5614)
C (0.5342, -1.2112, 0.4168)
O (1.2076, -2.0268, 1.2187)
H (-0.6505, 2.3474, 0.1433)
H (-0.9920, -0.6701, -2.3162)
H (-1.8154, 0.9258, -1.8066)
H (-0.5314, -1.2174, 0.6452)
H (2.1161, -2.0796, 0.8993)

Values from the calculation:
Orbital gap in eV: 9.979
E_LUMO in eV: 0.838
Electronic energy in hartree: -340.70085
HOMO level in eV: -9.1
Total charge: 0